Record 1
Here is C46H103Cl6Cu3N5O20P3 as an isolated structure at a distorted geometry from the Open Molecules 2025 dataset. Energies are from ωB97M-V with the def2-TZVPD basis set.

HOMO: -5.560 eV
Electronic energy: -334692.307 eV
Frontier orbital gap: 3.6952 eV
Multiplicity: 1

Each line ends with the Mulliken charge.
Atoms and positions in Å:
Cu -1.371 -12.582 -18.088  0.056
Cu -2.567 -14.436 -15.535  0.487
Cu -2.518 -15.838 -18.891  0.517
C -5.038 -11.315 -18.479  -1.843
C -4.887 -11.863 -17.064  2.626
C -6.181 -11.512 -16.334  -1.530
C -7.425 -12.225 -16.805  -0.152
C -7.075 -13.716 -16.495  -1.413
C -5.852 -14.222 -17.266  2.824
N -4.707 -13.345 -17.127  0.857
O -3.452 -13.754 -17.556  0.059
C -6.346 -14.425 -18.726  -0.043
C -5.536 -15.574 -16.588  -2.085
C -3.717 -11.237 -16.283  0.263
H -4.761 -10.258 -18.483  0.681
H -5.996 -11.514 -18.967  -0.128
H -4.442 -11.792 -19.266  0.031
H -6.397 -10.481 -16.651  0.279
H -6.149 -11.506 -15.245  0.267
H -7.848 -12.200 -17.809  -0.207
H -8.269 -12.062 -16.129  -0.032
H -7.971 -14.327 -16.571  -0.151
H -6.847 -13.797 -15.425  0.439
H -6.590 -13.521 -19.271  -0.843
H -7.021 -15.279 -18.621  0.328
H -5.536 -14.928 -19.273  -0.073
H -5.173 -15.514 -15.562  0.338
H -4.888 -16.126 -17.277  -0.145
H -6.461 -16.156 -16.542  0.272
H -3.777 -11.692 -15.297  0.556
H -3.774 -10.147 -16.272  -0.689
H -2.800 -11.317 -16.868  -1.163
C 0.363 -13.552 -16.030  0.424
O -0.747 -12.957 -15.829  -0.266
O 0.847 -14.352 -15.148  -0.807
O 1.011 -13.492 -17.135  -0.679
C -11.640 -14.909 -13.588  0.164
O -11.824 -16.096 -13.357  -0.629
N -10.387 -14.416 -13.542  0.247
C -10.121 -12.989 -13.632  -1.240
C -9.132 -15.145 -13.297  -0.820
H -12.391 -14.132 -13.786  0.359
H -9.360 -12.710 -12.900  0.375
H -10.998 -12.415 -13.333  0.459
H -9.713 -12.668 -14.594  0.347
H -8.540 -14.845 -14.167  0.213
H -8.604 -14.820 -12.402  0.391
H -9.174 -16.229 -13.365  0.287
C -4.379 -17.037 -21.131  0.496
O -3.764 -17.217 -20.069  -0.630
N -4.258 -17.647 -22.291  0.219
C -4.745 -17.038 -23.509  -1.076
C -3.520 -18.884 -22.494  -0.995
H -5.054 -16.176 -21.247  -0.478
H -4.681 -15.952 -23.483  0.298
H -5.772 -17.342 -23.736  0.336
H -4.262 -17.352 -24.434  0.464
H -3.958 -19.559 -23.228  0.391
H -2.533 -18.686 -22.925  0.387
H -3.299 -19.409 -21.567  0.246
C -13.035 -15.099 -16.713  0.151
O -14.025 -14.395 -16.790  -0.632
N -11.828 -14.530 -17.036  0.210
C -10.626 -15.342 -17.103  -0.568
C -11.697 -13.147 -17.458  -0.795
H -12.882 -16.176 -16.559  0.336
H -9.910 -15.135 -17.896  0.219
H -10.848 -16.408 -17.163  0.330
H -10.103 -15.309 -16.140  -0.069
H -10.944 -12.682 -16.810  0.092
H -11.288 -13.035 -18.463  0.337
H -12.560 -12.515 -17.271  0.375
C 2.157 -9.843 -15.231  0.096
O 3.081 -9.310 -14.650  -0.617
N 0.869 -9.394 -15.174  0.386
C -0.058 -9.604 -16.237  -0.798
C 0.562 -8.200 -14.429  -0.890
H 2.281 -10.817 -15.730  0.401
H 0.241 -10.329 -16.995  0.210
H -0.292 -8.742 -16.881  0.438
H -1.040 -9.836 -15.815  -0.103
H 0.711 -7.327 -15.085  0.396
H -0.458 -8.042 -14.086  0.041
H 1.219 -7.911 -13.612  0.360
Cl -9.369 -18.128 -18.854  -0.191
C -8.221 -19.128 -17.874  -0.076
C -8.884 -19.739 -16.649  -0.476
Cl -9.600 -18.474 -15.716  -0.055
H -7.359 -18.484 -17.714  -0.198
H -7.823 -19.916 -18.517  0.413
H -8.073 -20.163 -16.060  0.276
H -9.652 -20.408 -17.030  0.331
Cl -5.127 -19.159 -15.803  -0.185
C -3.644 -19.244 -16.887  0.129
C -3.542 -20.533 -17.670  -0.274
Cl -3.300 -21.969 -16.595  -0.184
H -2.860 -19.163 -16.136  0.506
H -3.669 -18.340 -17.488  -0.490
H -2.758 -20.359 -18.405  0.304
H -4.495 -20.681 -18.173  0.227
Cl -8.682 -11.140 -20.427  -0.127
C -8.880 -9.867 -19.225  -0.270
C -7.513 -9.189 -18.944  0.429
Cl -6.668 -8.755 -20.481  -0.184
H -9.173 -10.269 -18.252  0.114
H -9.681 -9.179 -19.484  0.465
H -6.843 -9.722 -18.277  -0.970
H -7.831 -8.252 -18.486  0.596
C -2.640 -7.640 -8.729  -1.195
C -1.776 -8.386 -9.761  -0.240
O -2.328 -8.023 -11.038  -0.297
P -2.794 -9.165 -12.036  0.810
O -1.687 -9.918 -12.665  -0.564
O -3.827 -10.069 -11.237  -0.315
C -4.101 -11.398 -11.627  -0.166
C -5.608 -11.648 -11.885  -1.098
O -3.780 -8.414 -13.050  -0.497
C -3.303 -8.229 -14.428  1.037
C -4.524 -7.718 -15.149  -1.401
H -2.163 -7.496 -7.760  0.385
H -2.771 -6.656 -9.184  0.299
H -3.628 -8.079 -8.589  0.287
H -0.845 -7.821 -9.796  0.350
H -1.709 -9.371 -9.300  0.308
H -3.438 -11.714 -12.440  0.117
H -3.695 -12.093 -10.886  0.334
H -6.082 -10.796 -12.375  0.319
H -5.852 -12.551 -12.442  0.298
H -6.092 -11.702 -10.908  0.436
H -2.433 -7.580 -14.513  0.164
H -3.009 -9.232 -14.725  -0.176
H -4.328 -7.642 -16.222  0.161
H -5.421 -8.248 -14.837  0.326
H -4.724 -6.665 -14.928  0.489
C -4.180 -9.160 -22.643  -1.730
C -3.448 -9.894 -21.457  1.300
O -2.233 -9.160 -21.293  -0.286
P -1.632 -9.238 -19.815  -0.799
O -1.794 -10.523 -19.094  1.204
O -0.070 -8.818 -19.947  -0.217
C 0.786 -9.556 -20.837  -0.118
C 1.583 -8.649 -21.745  -1.383
O -2.246 -7.968 -19.052  0.337
C -2.212 -6.638 -19.602  -0.126
C -2.234 -5.545 -18.563  -1.454
H -3.724 -9.523 -23.564  0.368
H -5.264 -9.223 -22.709  0.307
H -3.949 -8.102 -22.515  0.419
H -4.136 -9.808 -20.617  -0.818
H -3.391 -10.937 -21.765  0.267
H 1.443 -10.204 -20.261  0.409
H 0.203 -10.175 -21.524  0.268
H 2.451 -9.200 -22.104  0.387
H 1.049 -8.303 -22.638  0.314
H 1.800 -7.645 -21.373  0.294
H -1.382 -6.526 -20.296  0.368
H -3.198 -6.527 -20.061  0.138
H -3.184 -5.405 -18.055  0.326
H -1.366 -5.616 -17.902  0.340
H -1.997 -4.613 -19.085  0.416
C -9.786 -14.417 -27.071  -1.157
C -9.370 -14.086 -25.642  -0.151
O -8.586 -12.872 -25.701  -0.332
P -7.042 -12.944 -25.214  0.407
O -6.184 -13.575 -26.232  -0.792
O -6.667 -11.442 -24.885  0.038
C -6.686 -10.367 -25.816  -0.341
C -5.398 -10.266 -26.583  -0.959
O -7.035 -13.616 -23.785  0.004
C -5.944 -13.351 -22.906  -0.810
C -6.240 -14.039 -21.556  -0.505
H -10.572 -15.165 -27.172  0.394
H -10.174 -13.507 -27.528  0.281
H -8.901 -14.735 -27.622  0.277
H -10.239 -13.756 -25.066  0.262
H -8.892 -14.828 -25.004  0.294
H -7.595 -10.463 -26.418  0.303
H -6.924 -9.456 -25.261  0.330
H -5.487 -9.611 -27.453  0.380
H -4.631 -9.734 -26.016  0.188
H -5.016 -11.227 -26.920  0.284
H -5.003 -13.663 -23.363  0.387
H -5.807 -12.307 -22.618  0.322
H -7.085 -13.517 -21.114  0.167
H -6.151 -15.112 -21.710  0.686
H -5.419 -13.724 -20.902  0.453


Record 2
Here is a 7-piece molecular cluster, C46H104N6O8 overall at a distorted geometry from the Open Molecules 2025 dataset. Energies are from ωB97M-V with the def2-TZVPD basis set.

HOMO: -8.501 eV
Electronic energy: -74701.672 eV
Frontier orbital gap: 9.0065 eV
Multiplicity: 1

Each line ends with the Mulliken charge.
Atoms and positions in Å:
C 5.607 -0.340 4.988  -1.641
C 4.134 0.031 5.024  0.513
C 3.995 1.400 5.583  -0.635
O 2.566 1.665 5.735  -0.340
C 2.269 3.066 5.849  -0.178
N 3.744 0.182 3.667  -0.150
H 6.086 0.458 4.501  0.380
H 5.726 -1.279 4.469  0.448
H 6.033 -0.516 5.968  0.427
H 3.461 -0.617 5.701  0.252
H 4.478 2.097 4.809  0.141
H 4.513 1.470 6.556  0.397
H 1.286 3.230 6.271  0.123
H 2.300 3.535 4.854  0.047
H 3.027 3.591 6.498  0.356
H 4.022 -0.613 3.136  0.058
H 2.734 0.398 3.571  -0.010
C 6.354 -1.361 -1.760  -1.620
C 4.858 -1.450 -1.488  0.652
C 4.111 -0.732 -2.581  -0.840
O 4.319 0.655 -2.431  -0.093
C 3.925 1.313 -3.647  -0.843
N 4.349 -2.818 -1.288  -0.408
H 6.715 -2.021 -2.559  0.366
H 6.990 -1.648 -0.878  0.407
H 6.587 -0.299 -1.964  0.359
H 4.704 -0.907 -0.536  -0.204
H 3.000 -0.879 -2.560  0.248
H 4.515 -1.103 -3.567  0.598
H 2.827 1.104 -3.845  0.304
H 4.543 0.974 -4.437  0.427
H 4.092 2.420 -3.489  0.160
H 4.167 -3.194 -2.227  0.252
H 5.056 -3.400 -0.888  0.247
C -6.077 -3.902 -2.582  -1.437
C -6.442 -2.534 -1.980  1.829
C -5.569 -2.335 -0.765  -1.659
C -4.070 -2.063 -1.130  1.159
C -4.050 -0.762 -1.836  -1.150
C -4.851 -0.850 -3.125  1.903
N -6.176 -1.321 -2.796  0.194
O -6.876 -1.464 -4.100  -0.507
C -5.002 0.544 -3.699  -2.288
C -4.004 -1.687 -4.121  -1.335
C -7.935 -2.523 -1.551  -1.988
H -6.589 -4.047 -3.491  0.450
H -6.374 -4.722 -1.910  0.426
H -5.025 -3.999 -2.682  0.061
H -5.936 -1.543 -0.136  0.375
H -5.771 -3.253 -0.144  0.509
H -3.730 -2.974 -1.661  -1.302
H -3.504 -1.981 -0.203  0.545
H -3.030 -0.477 -2.093  0.483
H -4.490 -0.001 -1.155  0.026
H -5.555 1.056 -2.903  0.454
H -4.076 0.968 -3.935  0.440
H -5.593 0.403 -4.609  0.472
H -4.754 -2.023 -4.858  0.417
H -3.216 -1.128 -4.620  0.410
H -3.570 -2.562 -3.633  -0.038
H -8.577 -2.993 -2.301  0.384
H -8.120 -1.490 -1.300  0.508
H -7.975 -3.113 -0.630  0.391
H -7.738 -1.023 -3.888  0.344
C -0.791 4.453 4.488  -1.580
C -2.045 3.765 4.001  1.303
C -3.121 4.831 4.090  -0.918
C -4.388 4.355 3.367  -0.831
C -4.111 3.909 1.943  -1.323
C -2.955 2.924 1.779  1.783
N -1.865 3.449 2.614  0.124
O -0.763 2.549 2.561  0.072
C -3.422 1.497 2.007  -1.968
C -2.311 2.956 0.375  -1.437
C -2.219 2.626 4.970  -1.676
H 0.085 3.849 4.194  -0.066
H -0.623 4.698 5.509  0.505
H -0.775 5.434 3.957  0.317
H -3.345 5.032 5.137  0.402
H -2.765 5.700 3.540  0.427
H -5.182 5.074 3.386  0.479
H -4.767 3.429 3.862  0.295
H -4.048 4.766 1.343  0.531
H -5.027 3.380 1.584  0.312
H -4.131 1.469 2.854  0.388
H -3.906 1.101 1.091  0.449
H -2.660 0.798 2.183  0.307
H -2.217 3.980 -0.047  0.403
H -1.231 2.557 0.420  0.095
H -2.867 2.304 -0.289  0.306
H -3.145 2.042 4.906  0.253
H -2.167 2.904 6.045  0.490
H -1.356 1.963 4.904  0.223
H -0.153 3.075 2.041  0.427
C 3.929 2.630 0.697  -1.511
C 3.394 4.104 0.897  2.023
C 4.499 5.008 0.292  -1.350
C 4.557 5.025 -1.236  -0.363
C 3.118 5.511 -1.733  -1.756
C 2.034 4.544 -1.203  2.228
N 2.136 4.457 0.212  -0.436
O 1.125 3.614 0.793  -0.195
C 0.687 5.166 -1.505  -2.099
C 1.942 3.083 -1.815  -1.150
C 3.279 4.426 2.372  -1.591
H 3.090 1.886 0.881  0.062
H 4.757 2.445 1.357  0.591
H 4.390 2.379 -0.285  0.108
H 4.291 6.108 0.506  0.277
H 5.436 4.772 0.733  0.563
H 4.777 4.071 -1.665  0.066
H 5.217 5.754 -1.712  0.443
H 2.992 5.523 -2.758  0.576
H 2.987 6.486 -1.332  0.376
H 0.542 5.217 -2.569  0.487
H -0.137 4.617 -1.028  0.081
H 0.599 6.174 -1.219  0.525
H 1.664 3.107 -2.868  0.732
H 2.807 2.423 -1.731  -0.040
H 1.043 2.578 -1.312  -0.179
H 4.293 4.521 2.692  0.425
H 2.777 3.663 2.865  -0.174
H 2.749 5.410 2.472  0.399
H 1.265 2.642 0.534  -0.024
C -0.396 -3.830 -3.796  -2.357
C -0.475 -5.097 -2.988  2.167
C 0.167 -6.241 -3.721  -1.266
C 0.307 -7.509 -2.828  -0.784
C 1.074 -7.145 -1.552  -1.284
C 0.392 -5.995 -0.798  1.540
N 0.246 -4.840 -1.652  0.475
O -0.547 -3.917 -0.957  -0.158
C -0.821 -6.573 -0.153  -1.693
C 1.336 -5.547 0.376  -1.736
C -1.991 -5.397 -2.845  -2.131
H -0.865 -3.885 -4.764  0.476
H 0.653 -3.701 -4.121  0.397
H -0.617 -2.955 -3.252  0.386
H -0.474 -6.547 -4.542  0.397
H 1.222 -5.939 -3.943  0.306
H 0.770 -8.319 -3.337  0.484
H -0.635 -7.956 -2.545  0.390
H 1.988 -6.736 -1.997  0.272
H 1.193 -8.008 -0.957  0.520
H -0.527 -7.372 0.560  0.477
H -1.293 -5.835 0.512  0.245
H -1.577 -7.017 -0.788  0.342
H 0.803 -4.770 0.965  0.323
H 1.630 -6.399 0.978  0.561
H 2.283 -5.133 0.007  0.124
H -2.461 -5.128 -3.780  0.645
H -2.389 -4.797 -2.059  0.303
H -2.146 -6.463 -2.576  0.366
H 0.019 -3.171 -0.712  0.187
C 0.609 -0.351 0.582  -0.875
C 1.936 -0.891 0.080  0.453
O 1.647 -2.207 -0.393  -0.218
O 0.924 0.723 1.417  0.515
H 0.016 -1.140 1.030  0.647
H 0.059 0.092 -0.302  0.319
H 2.552 -0.928 0.907  0.267
H 2.358 -0.244 -0.726  -0.486
H 2.509 -2.660 -0.596  0.008
H 0.133 1.011 1.930  -0.065


One value per record, in order, for lowest unoccupied orbital energy: -1.9, 0.5 eV.